C51H71FN3P3ScSi2 as an isolated structure. Source: OMol25; level of theory: ωB97M-V with the def2-TZVPD basis set.

Properties
2S+1: 1
E_LUMO: -2.623 eV
charge: +1
Kohn-Sham gap: 7.186 eV
energy: -125548.5857 eV
E_HOMO: -9.81 eV

XYZ file:
```
132
C51H71FN3P3ScSi2 | OMol25 | ωB97M-V with the def2-TZVPD basis set
Sc -0.62122 0.63682 -0.66920
C -4.18975 2.13668 -0.53815
C -4.58509 0.73401 -0.07525
C -5.97366 0.39443 -0.62217
P -3.16948 -0.43317 -0.40406
C -3.50384 -1.39770 -1.95903
C -3.77747 -0.46028 -3.14177
C -4.55053 -2.50622 -1.87101
C -3.22968 -1.68844 0.91642
C -4.46483 -2.18034 1.35237
C -4.53256 -3.26213 2.20955
C -3.35900 -3.88937 2.61007
C -2.13725 -3.38246 2.20607
C -2.03367 -2.24727 1.39122
Si -0.34253 -1.36787 1.16705
C 0.88278 -2.77682 0.75761
C 0.30283 -3.76440 -0.05511
C 1.05158 -4.73748 -0.69505
C 2.42827 -4.75150 -0.53300
C 3.02604 -3.79945 0.27657
C 2.28815 -2.80533 0.93052
P 3.10992 -1.49817 1.95424
C 4.30767 -2.40635 3.06708
C 3.56942 -2.80491 4.34635
C 5.10616 -3.60673 2.56105
C 4.21419 -0.53944 0.79081
C 5.28016 -1.22460 -0.05856
C 4.85793 0.58462 1.61288
C -0.06541 -0.66031 2.92186
C -0.05498 -1.50599 4.03526
C 0.20052 -1.03977 5.31204
C 0.49414 0.30259 5.51325
C 0.47474 1.16525 4.43299
C 0.16515 0.70045 3.15073
P -0.04830 1.94168 1.83438
C 1.47715 3.01059 1.97774
C 1.25202 4.51534 2.11429
C 2.36336 2.72348 0.77137
C -1.59051 2.82485 2.40273
C -1.59659 3.64900 3.68835
C -2.65523 1.72979 2.53202
H -4.96305 2.85933 -0.26914
H -4.07218 2.16031 -1.62203
H -3.25094 2.47323 -0.08896
H -4.64574 0.73086 1.01633
H -6.01012 0.48498 -1.70646
H -6.69201 1.10896 -0.21535
H -6.31940 -0.60054 -0.35542
H -2.54121 -1.88695 -2.12611
H -4.83168 -0.19000 -3.18859
H -3.52689 -0.96149 -4.07846
H -3.19166 0.45905 -3.09506
H -5.54992 -2.11417 -1.68662
H -4.31549 -3.23287 -1.09503
H -4.58078 -3.03379 -2.82704
H -5.38615 -1.73166 1.00859
H -5.49381 -3.63256 2.54061
H -3.39983 -4.76327 3.24766
H -1.23403 -3.88452 2.53323
H -0.77235 -3.76354 -0.20283
H 0.56369 -5.48116 -1.31302
H 3.03337 -5.50459 -1.02188
H 4.09638 -3.83545 0.39872
H 5.01627 -1.61318 3.33270
H 2.76831 -3.51643 4.12584
H 3.12657 -1.94089 4.83752
H 4.25647 -3.28921 5.04372
H 4.45244 -4.46103 2.37912
H 5.82059 -3.90624 3.33142
H 5.67134 -3.40669 1.65307
H 3.49160 -0.07219 0.11429
H 6.06533 -1.65654 0.56294
H 5.75903 -0.48749 -0.70959
H 4.87299 -2.00729 -0.69648
H 5.62355 0.19164 2.28488
H 4.12386 1.11411 2.22261
H 5.34729 1.30539 0.95362
H -0.22657 -2.56639 3.90276
H 0.20180 -1.72710 6.14878
H 0.72635 0.67403 6.50279
H 0.69568 2.21363 4.59581
H 1.98921 2.63962 2.86768
H 0.53446 4.89234 1.38166
H 2.19727 5.03273 1.94029
H 0.90980 4.79516 3.10647
H 2.54215 1.65478 0.64735
H 3.33054 3.21876 0.87726
H 1.88997 3.11414 -0.13182
H -1.85902 3.48427 1.57132
H -1.36021 3.03168 4.55440
H -2.60596 4.03832 3.83970
H -0.92422 4.49988 3.66359
H -2.50475 1.16194 3.45132
H -2.61942 1.00911 1.71195
H -3.65219 2.17305 2.55803
C -0.82581 3.96759 -1.21873
Si -0.92222 3.16357 -2.92323
C -2.56845 3.60903 -3.70127
C 0.42818 3.89813 -3.99700
N -0.72442 1.44939 -2.62133
C -0.63780 0.58016 -3.70666
C -0.76757 0.89691 -5.06822
C -0.75360 -0.08668 -6.04759
C -0.61411 -1.42962 -5.72633
C -0.48817 -1.79098 -4.39065
C -0.49295 -0.78233 -3.46556
F -0.44746 -1.12961 -2.11356
H -1.60361 4.72847 -1.11928
H 0.13624 4.45878 -1.05753
H -0.97228 3.27907 -0.37891
H -2.50627 4.61395 -4.12741
H -3.37981 3.61845 -2.97311
H -2.85073 2.92894 -4.50685
H 0.53670 4.95866 -3.75272
H 0.18578 3.84400 -5.05927
H 1.40879 3.43789 -3.86864
H -0.88622 1.92821 -5.36888
H -0.85608 0.20658 -7.08406
H -0.61237 -2.18766 -6.49639
H -0.39175 -2.82097 -4.07222
N 4.44212 3.13502 -4.17847
C 4.00369 2.20106 -3.67415
C 3.43735 1.05328 -3.02245
C 3.95196 -0.22718 -3.20306
C 3.33582 -1.26709 -2.53772
C 2.24568 -0.99914 -1.72561
N 1.74095 0.22926 -1.54830
C 2.33478 1.22842 -2.19841
H 4.80511 -0.39022 -3.84755
H 3.68659 -2.28468 -2.63375
H 1.75500 -1.80319 -1.19923
H 1.91963 2.21741 -2.07846
```

---

A 15-piece molecular cluster, C51H72O45 overall. Source: OMol25; level of theory: ωB97M-V with the def2-TZVPD basis set.

Properties
2S+1: 1
E_LUMO: -0.158 eV
Kohn-Sham gap: 9.764 eV
energy: -146188.7411 eV
E_HOMO: -9.92 eV

XYZ file:
```
168
C51H72O45 | OMol25 | ωB97M-V with the def2-TZVPD basis set
C -8.09567 12.86702 -2.04905
C -6.58959 12.47647 -2.12004
O -6.05222 13.21060 -3.12029
C -6.91437 14.15836 -3.46425
O -6.74660 15.05631 -4.28680
O -8.14744 13.82824 -2.97846
H -8.29987 13.33918 -1.08807
H -8.67600 11.96244 -2.23084
H -6.63928 11.41413 -2.35889
H -6.11098 12.47326 -1.14074
C -16.79478 7.94603 -0.06935
C -16.55730 9.16327 -0.91332
O -16.76099 10.20489 -0.03762
C -17.36698 9.74510 1.05815
O -17.71730 10.48643 1.93949
O -17.53775 8.46359 1.05397
H -15.87642 7.41760 0.18653
H -17.40430 7.31602 -0.71718
H -17.21531 9.23586 -1.77926
H -15.56154 9.14167 -1.35616
C -8.64186 10.68805 7.99278
C -9.63648 11.83798 7.93490
O -10.14998 11.86141 9.30882
C -9.98114 10.69416 9.90135
O -10.64735 10.20346 10.81372
O -9.02920 9.96796 9.16814
H -7.65419 11.14914 7.99563
H -8.59008 9.99599 7.15226
H -10.44962 11.59490 7.25092
H -9.17586 12.81122 7.76538
C -11.05735 9.79896 2.61697
C -12.06574 10.93387 2.63114
O -13.30323 10.23644 2.23348
C -12.94388 9.12963 1.46445
O -13.71399 8.45015 0.81371
O -11.60017 8.87854 1.68161
H -10.97945 9.31048 3.58827
H -10.12374 10.27697 2.32033
H -11.85401 11.78620 1.98554
H -12.25737 11.32308 3.63108
C -15.31812 17.49302 1.25479
C -13.82908 17.08285 1.20970
O -13.91129 15.68531 1.20276
C -15.21070 15.24095 0.97451
O -15.54089 14.04880 1.00531
O -15.98221 16.30569 0.96034
H -15.57729 18.14377 0.41965
H -15.57932 17.89711 2.23285
H -13.19969 17.27039 2.07966
H -13.17204 17.24122 0.35452
C -14.61539 13.06648 9.25210
C -15.31559 13.91965 8.18470
O -14.42216 13.90317 7.11942
C -13.43314 13.02939 7.24014
O -12.70214 12.53388 6.34723
O -13.64948 12.37207 8.44457
H -15.24330 12.33442 9.75996
H -14.10287 13.60724 10.04771
H -15.37250 14.93429 8.57888
H -16.28993 13.56277 7.85096
C -7.54903 13.98907 2.86741
C -7.00406 13.14349 1.86982
O -6.12691 12.21872 2.49946
C -6.00619 12.56357 3.79175
O -5.22989 12.09220 4.61025
O -6.94160 13.42113 3.99318
H -8.63025 13.89752 2.97079
H -7.33392 15.03650 2.65593
H -6.47509 13.73611 1.12343
H -7.83862 12.57986 1.45279
C -12.50055 16.31996 5.16556
C -11.84844 17.62207 5.05305
O -10.48327 17.20546 5.27269
C -10.30258 15.91687 5.11459
O -9.22473 15.36308 5.10015
O -11.49989 15.35245 4.95310
H -13.29858 16.21464 4.43060
H -13.06116 16.27800 6.09939
H -12.15064 18.45053 5.69368
H -12.07657 17.91531 4.02832
C -15.38825 12.20771 3.72145
C -15.46403 10.85891 4.43557
O -16.71155 11.03007 5.10191
C -17.09404 12.26177 5.15352
O -18.05230 12.61206 5.86171
O -16.33419 13.04254 4.39908
H -15.64685 11.99906 2.68334
H -14.35024 12.50690 3.86684
H -14.55390 10.66076 5.00170
H -15.40496 10.08361 3.67169
C -13.12364 8.96025 7.73503
C -11.97128 7.94207 8.01139
C -12.09591 6.51364 7.46804
O -10.97930 6.32744 6.62817
C -10.30323 7.47602 6.51132
O -9.25303 7.60985 5.80022
O -10.82627 8.42293 7.32676
H -12.96823 9.56927 6.84451
H -13.18184 9.61461 8.60483
H -14.05112 8.38860 7.76828
H -11.60767 7.98254 9.03815
H -12.99526 6.33968 6.87727
H -12.03731 5.77157 8.26428
C -12.64845 3.66564 -2.11999
C -11.83206 4.71174 -2.76912
C -12.00616 6.15020 -2.06032
O -10.98115 6.10379 -1.15305
C -9.94782 5.24071 -1.64175
O -8.77475 5.17954 -1.25664
O -10.43669 4.48654 -2.65089
H -13.70886 3.91342 -2.07263
H -12.29733 3.62119 -1.08905
H -12.61685 2.69844 -2.62162
H -12.23079 4.81503 -3.77830
H -12.96391 6.38591 -1.59636
H -11.72365 6.86938 -2.82913
C -13.76054 12.18996 -1.45486
C -12.26663 12.47198 -1.61669
C -12.03612 13.84887 -2.22361
O -11.32031 14.56387 -1.25304
C -10.99776 13.80599 -0.30015
O -10.03537 14.05396 0.47340
O -11.69729 12.72092 -0.35566
H -14.22274 13.01024 -0.90567
H -13.92695 11.25137 -0.92621
H -14.16449 11.99677 -2.44864
H -11.71054 11.62369 -2.01581
H -12.95799 14.38998 -2.43680
H -11.59178 13.77683 -3.21632
C -17.89753 7.88773 4.75220
C -16.74981 6.91813 5.05415
C -16.39860 6.02978 3.86642
O -14.94632 6.09150 3.87283
C -14.53436 7.23059 4.52474
O -13.44681 7.74325 4.48382
O -15.64347 7.69719 5.25428
H -17.96098 8.69203 5.48512
H -18.91054 7.48738 4.71175
H -17.69712 8.51607 3.88436
H -16.91831 6.36164 5.97612
H -16.77326 6.41745 2.91910
H -16.65675 4.97265 3.92910
C -7.57635 9.17694 3.04953
C -7.19115 9.39741 1.53464
C -6.91897 8.13038 0.71294
O -7.55076 8.47061 -0.45714
C -8.42489 9.48828 -0.25712
O -9.30130 9.74467 -1.04098
O -8.30153 9.99358 0.93711
H -7.71587 10.12045 3.57719
H -6.77476 8.59847 3.50880
H -8.56695 8.72891 3.12761
H -6.29628 10.01065 1.42850
H -7.30576 7.17730 1.07366
H -5.83637 8.03985 0.62412
C -10.30904 5.82566 2.28181
C -11.32744 4.79733 2.82619
C -12.06033 4.10714 1.69314
O -11.71193 2.70090 1.89232
C -11.02789 2.57482 2.98380
O -10.66169 1.48133 3.46413
O -10.71219 3.69713 3.49122
H -9.93026 6.40152 3.12620
H -10.98633 6.42911 1.67744
H -9.52946 5.38618 1.65955
H -12.09646 5.23461 3.46298
H -11.74550 4.41621 0.69642
H -13.14288 4.15953 1.80903
```

---

A 8-piece molecular cluster, C51H89Br2N3O26P3S overall. Source: OMol25; level of theory: ωB97M-V with the def2-TZVPD basis set.

Properties
2S+1: 1
E_LUMO: -3.064 eV
charge: +1
Kohn-Sham gap: 6.933 eV
energy: -290800.9657 eV
E_HOMO: -10.00 eV

XYZ file:
```
175
C51H89Br2N3O26P3S | OMol25 | ωB97M-V with the def2-TZVPD basis set
C 2.41561 -5.63799 3.98162
C 2.18327 -4.13758 3.84669
C 1.58674 -3.61103 2.45500
N 1.02588 -2.22222 2.21276
P -0.23880 -2.08745 3.42906
N 0.25538 -1.94657 4.99880
O -1.38198 -0.78466 3.44829
O -1.21080 -3.57819 3.45341
C 0.26412 -2.35380 0.85205
P -1.17601 -1.23187 0.48850
C -1.05089 0.42743 -0.25248
C -2.46174 1.28245 0.02429
C -2.84349 -2.00544 0.12735
C -3.06384 -3.58465 0.44745
C 1.17792 -2.65667 -0.47393
C 0.82960 -1.87435 -1.86065
Br -0.87654 -2.23003 -2.81358
C 1.95558 -2.12231 -3.08160
C 2.13022 -0.75767 -4.03288
P 1.46699 -4.57991 -0.76394
O 2.89462 -4.81707 -1.80256
Br -0.21435 -5.57843 -1.88371
O 2.53079 -2.13417 -0.16986
C 2.46909 -0.83950 0.55524
C 3.82814 -0.13758 0.10775
C 4.47444 1.14416 0.77918
C 2.10348 -1.11013 2.15926
C 3.44250 -1.22937 2.99427
C 4.83576 -1.88807 2.63341
C 5.05096 -3.19694 1.74223
S 6.92195 -3.59622 1.79779
C 1.44895 0.38834 2.55101
C 1.35848 0.85735 4.07770
O 2.17893 0.69907 5.11605
N 0.12687 1.71861 4.46057
C 0.67785 3.15115 4.32884
C -0.15422 1.56039 5.96476
H 1.55520 -6.43125 3.95744
H 3.57153 -5.92908 4.05053
H 2.57724 -3.55646 4.78229
H 2.48120 -3.85156 1.70091
H 0.83094 -4.49975 2.18551
H 1.27927 -1.85117 4.94819
H -2.33079 -1.08779 3.55987
H -0.81417 -4.23599 4.09671
H -0.35708 -3.38526 0.91906
H -0.97432 0.37282 -1.44274
H -0.18507 1.17005 0.07157
H -3.23748 0.83313 -0.76352
H -2.34563 2.41682 -0.26703
H -2.90723 1.09658 1.09011
H -3.16319 -1.83651 -1.01034
H -3.66944 -1.41158 0.75294
H -2.24820 -4.24032 -0.12508
H -4.10010 -3.89788 -0.05088
H -3.15000 -3.87741 1.57634
H 0.89903 -0.68288 -1.79357
H 1.53910 -3.00224 -3.76192
H 3.02213 -2.36941 -2.69221
H 2.34780 0.12440 -3.28936
H 1.19051 -0.55998 -4.70204
H 3.12522 -0.90891 -4.67446
H 2.56311 -5.36781 -2.57824
H 1.62819 -0.10233 0.13458
H 4.67268 -0.98322 0.03581
H 3.67119 0.14041 -1.04982
H 5.66116 1.00701 0.80876
H 4.16503 1.49496 1.83715
H 4.31498 2.08603 0.06133
H 3.20651 -1.59431 4.11074
H 3.77589 -0.09617 3.23630
H 5.42484 -2.09011 3.65792
H 5.53164 -1.06086 2.11256
H 4.55482 -4.13165 2.29482
H 4.79992 -3.14179 0.60188
H 7.61803 -2.46674 1.31949
H 0.35410 0.51416 2.09093
H 2.02249 1.26885 1.97774
H 0.82656 3.38043 3.17323
H 0.01288 3.93859 4.88472
H 1.76712 3.25497 4.80067
H -1.27957 1.92227 6.12733
H 0.52545 2.25500 6.62007
H -0.13292 0.42951 6.31444
C 7.29298 4.45798 -2.73699
C 6.51953 3.16865 -2.93839
C 6.22202 2.86169 -4.37397
O 5.06529 2.05073 -4.27979
C 4.42508 2.43728 -3.13328
O 3.29149 2.09846 -2.83366
O 5.21776 3.24859 -2.37556
H 7.90326 4.38488 -1.82984
H 7.97513 4.65461 -3.57041
H 6.62839 5.31786 -2.60384
H 7.04251 2.33496 -2.45650
H 7.03802 2.31740 -4.85665
H 5.97726 3.74711 -4.97324
C 4.17570 4.56506 6.08276
C 5.24540 4.76244 5.02543
C 5.33709 6.16772 4.51512
O 5.89023 5.98868 3.22419
C 5.49382 4.74486 2.81238
O 5.61341 4.33040 1.67067
O 4.94865 4.03519 3.84187
H 4.46676 3.75031 6.75520
H 4.04537 5.46107 6.69819
H 3.21244 4.28535 5.64378
H 6.21484 4.41391 5.39889
H 5.99054 6.78884 5.13343
H 4.36446 6.66368 4.41021
C -5.89919 -3.99265 7.08163
C -5.68396 -3.45587 5.67924
C -4.34488 -3.79754 5.10152
O -4.14461 -2.75978 4.15944
C -4.84043 -1.68018 4.63282
O -4.73499 -0.54832 4.18856
O -5.66123 -2.03567 5.66269
H -6.96655 -4.17763 7.24666
H -5.37893 -4.94367 7.23478
H -5.57887 -3.27852 7.84728
H -6.49442 -3.78591 5.01969
H -4.34566 -4.77315 4.60829
H -3.52757 -3.76541 5.83224
C 1.36574 5.38400 -3.91154
C 2.47630 6.10923 -3.17542
C 2.12075 7.50778 -2.77386
O 3.38796 8.13398 -2.69253
C 4.19639 7.46676 -3.57290
O 5.30071 7.85475 -3.91864
O 3.60572 6.31800 -4.01124
H 1.44366 4.30639 -3.72881
H 0.37682 5.70003 -3.56407
H 1.43059 5.52756 -4.99505
H 2.80336 5.52113 -2.31059
H 1.60953 7.54187 -1.80816
H 1.51728 8.04103 -3.51847
C -7.00755 -2.50610 -2.87259
C -6.96952 -3.87305 -2.21597
C -8.03141 -4.80811 -2.70756
O -8.19036 -5.69249 -1.61342
C -7.85674 -4.97529 -0.49623
O -8.06704 -5.34911 0.64641
O -7.26309 -3.79296 -0.82846
H -5.99918 -2.07772 -2.89276
H -7.35440 -2.56509 -3.90931
H -7.63972 -1.80352 -2.31982
H -5.97297 -4.31606 -2.32277
H -7.71908 -5.35224 -3.60281
H -8.99414 -4.31988 -2.90188
C 4.13931 1.57457 -7.71915
C 2.67539 1.83551 -7.41916
C 1.73903 1.25691 -8.43507
O 0.60050 2.08923 -8.31042
C 1.06492 3.30293 -7.88028
O 0.39574 4.32332 -7.85562
O 2.36848 3.22078 -7.48697
H 4.70736 1.53713 -6.78287
H 4.28362 0.61356 -8.22335
H 4.58128 2.37099 -8.32675
H 2.42825 1.48636 -6.41030
H 1.48403 0.21684 -8.21525
H 2.10820 1.32587 -9.46557
C -11.56561 0.63863 -2.36457
C -11.93204 -0.79130 -2.71411
C -11.90188 -1.72512 -1.54334
O -11.66696 -2.97866 -2.15815
C -10.97322 -2.71172 -3.30761
O -10.42475 -3.56186 -3.99029
O -10.97497 -1.37629 -3.58565
H -12.07138 1.32778 -3.05013
H -11.88308 0.90091 -1.35017
H -10.49098 0.82252 -2.46543
H -12.90516 -0.81994 -3.21709
H -12.84932 -1.73301 -0.99802
H -11.08451 -1.52496 -0.83990
```